{"formula": "C4H13FMgNP", "method": "wB97M-V/def2-TZVPD", "spin_multiplicity": 1, "lumo_ev": -12.0848, "de_lowest_ev": 2.563, "homo_energy_ev": -14.92, "total_charge": 2, "energy_ha": -855.39620, "elements": ["N", "C", "C", "C", "C", "P", "F", "H", "H", "H", "H", "H", "H", "H", "H", "H", "H", "H", "H", "H", "Mg"], "positions_angstrom": [[2.62228, -1.31625, 0.05680], [2.72258, 0.19361, 0.06351], [1.33891, 0.80686, -0.62282], [0.07916, 0.17312, 0.26415], [-1.37671, 0.79614, -0.23894], [-2.69830, -0.60958, -0.19991], [-3.93924, -1.88312, -0.02647], [2.68025, -1.72786, 1.01393], [3.27624, -1.76780, -0.62035], [2.76143, 0.61513, 1.17973], [3.65949, 0.62541, -0.51061], [1.37395, 1.97406, -0.41932], [1.23962, 0.57927, -1.76650], [0.00433, -0.99228, 0.18182], [0.30581, 0.50657, 1.38669], [-1.73563, 1.64051, 0.50084], [-1.24935, 1.22989, -1.33453], [-3.65278, 0.22040, -0.90438], [-1.81742, -1.55580, -0.87778], [-2.65540, -0.56906, 1.24196], [-2.93924, 1.06076, 1.63219]]}